1.
Entry from the OMol25 dataset: a single C7H11NO2 molecule in a non-equilibrium geometry (ωB97M-V/def2-TZVPD).

Calculated values
SMILES = N[C@@H]1CC=CC[C@H]1C(=O)O
HOMO-LUMO gap = 9.88 eV
HOMO = -9.254 eV
Molecular weight = 141.17 g/mol
Energy relative to the best compared isomer or geometry (same formula, charge and spin) = 48.7 kcal/mol
Maximum force = 5.590 eV/A
E_tot = -13021.1701 eV

```
! wB97M-V def2-TZVPD RIJCOSX def2/J DEFGRID3
* xyz 0 1
O -0.9356 -0.1938 -2.5538
O -0.4896 -2.1859 -1.6071
N 0.6455 -1.8677 1.0533
C -0.6640 -0.8783 -1.5107
C 0.8365 1.8985 1.6601
C -0.4687 -0.0500 -0.1322
C -0.6052 1.4675 -0.4497
C 0.0222 2.4025 0.6508
C 0.7921 0.5160 1.9297
C 0.7164 -0.4748 0.6524
H 1.3648 2.5142 2.5115
H -1.3918 -0.3300 0.3899
H 1.6299 -0.2470 0.0383
H 1.7611 0.1406 2.3673
H 0.1154 0.3186 2.7734
H -0.2645 -2.5000 -0.6175
H 1.5269 -2.1665 1.3011
H -1.6718 1.7791 -0.6743
H 0.0427 -1.8173 1.8902
H -0.0138 3.4708 0.4373
H 0.0085 1.6602 -1.3054
*
```

=====

2.
Entry from the OMol25 dataset: a single C7H11NO2S molecule in a non-equilibrium geometry (ωB97M-V/def2-TZVPD).

Calculated values
SMILES = C=[S@H](=O)/C=N/[C@@H]1C=CCOC1
HOMO-LUMO gap (spin up / spin down) = 7.99 / 7.99 eV
HOMO (spin up / spin down) = -8.343 / -8.344 eV
Molecular weight = 173.24 g/mol
Energy relative to the best compared isomer or geometry (same formula, charge and spin) = 146.1 kcal/mol
Maximum force = 7.577 eV/A
E_tot = -23850.5828 eV

```
! wB97M-V def2-TZVPD RIJCOSX def2/J DEFGRID3
* xyz 0 1
S -3.1619 0.5558 0.1901
O 1.5041 1.5117 0.9060
O -3.9857 0.6245 -1.0211
N -0.7910 0.8141 -1.2115
C 1.3774 1.7800 -0.4268
C 1.8850 0.1546 1.3623
C 1.2477 -0.6947 -0.9280
C -1.4474 0.4542 -0.0580
C 1.7135 -0.9059 0.2956
C 0.6570 0.6642 -1.2578
C -3.4413 -0.7201 1.1781
H -0.7196 -0.0457 0.5647
H -3.3985 1.8075 0.7293
H 1.2350 -0.1807 2.2305
H -2.9498 -0.8084 2.1039
H 2.4264 1.9665 -0.7808
H 1.9335 -1.8929 0.7453
H 1.2062 -1.4047 -1.7540
H -4.4557 -1.2079 1.1846
H 0.7740 2.7501 -0.3685
H 2.8424 0.2957 1.6013
H 0.8968 0.9769 -2.2791
*
```

=====

3.
Entry from the OMol25 dataset: 2 unconnected molecules or ions with the total composition C7H11NO3S in a non-equilibrium geometry (ωB97M-V/def2-TZVPD).

Calculated values
HOMO-LUMO gap (spin up / spin down) = 7.51 / 7.51 eV
HOMO (spin up / spin down) = -7.190 / -7.192 eV
Molecular weight = 189.24 g/mol
Energy relative to the best compared isomer or geometry (same formula, charge and spin) = 140.6 kcal/mol
Maximum force = 5.315 eV/A
E_tot = -25900.0459 eV

```
! wB97M-V def2-TZVPD RIJCOSX def2/J DEFGRID3
* xyz 0 1
S -0.5980 -1.4762 -1.4046
O 1.8262 0.3748 0.8049
O 0.7709 1.8805 -0.5220
O -2.0456 0.6186 -0.2100
N -1.1215 -2.1162 1.5978
C -1.3337 -0.9392 1.1700
C 1.9597 2.8016 -0.4968
C -0.2999 -3.1431 0.9314
C 0.3222 -2.7063 -0.4269
C -2.2573 1.5083 -1.2784
C -1.1371 -0.3575 -0.1215
C 0.9295 0.8001 0.2035
H -2.5593 1.0996 -2.2755
H 2.1372 2.9629 0.6101
H -1.3417 2.0880 -1.5347
H 1.3662 -2.3302 -0.2985
H 0.4223 -3.2070 1.6501
H -0.9656 -3.9385 0.9335
H -3.0177 2.2994 -0.8377
H 2.8608 2.2379 -0.7892
H 0.3917 -3.5413 -0.9815
H 1.9512 3.5523 -1.3075
H -1.7650 -0.2160 1.8348
*
```